58
Properties=species:S:1:pos:R:3:forces:R:3 method="wB97M-V/def2-TZVPD" orbital_gap_ev="8.6 / 9.5" s2=0.75 homo_energy_ev="-7.88 / -8.81" e_lumo_ha="0.02754 / 0.02695" spin_multiplicity=2
C -2.3885 2.8130 2.5841 -0.72 -0.35 -0.10
C -3.3593 2.1625 1.6196 0.20 0.02 0.08
C -4.2608 2.9763 0.9280 -0.10 -0.79 -0.11
C -5.1808 2.4238 0.0390 0.28 -0.01 0.21
C -5.2068 1.0470 -0.1662 0.37 0.39 0.39
C -4.3026 0.2397 0.5217 -0.17 0.45 -0.23
C -3.3616 0.7723 1.4122 -0.53 0.07 -0.43
C -2.4085 -0.1776 2.0939 -0.21 0.18 -0.31
C -1.0263 -0.3679 1.3958 -0.22 0.06 0.44
C 0.1218 -0.5019 2.4361 0.18 0.02 -0.51
C 1.3304 0.4776 2.3811 0.19 0.21 0.69
C 1.2518 1.4290 3.5826 0.01 -0.48 -0.04
C 2.6337 -0.3124 2.5276 -0.11 0.21 -0.09
N 1.3834 1.2911 1.1337 -0.65 -0.27 0.19
O 1.2177 2.5500 1.2567 0.22 0.07 0.01
C 0.7384 0.6920 -0.0552 0.18 0.62 -0.79
C 0.9362 1.6504 -1.2392 -0.21 -0.53 0.03
C 1.3513 -0.6540 -0.4258 -0.37 -0.01 0.05
C -0.7510 0.6208 0.2666 0.31 -0.18 0.17
H -2.8825 3.6593 3.0527 0.15 0.27 -0.02
H -2.1477 2.1181 3.3801 0.28 -0.04 0.14
H -1.4796 3.1303 2.0836 0.23 0.11 0.03
H -4.2405 4.0394 1.1070 -0.03 0.18 -0.01
H -5.8713 3.0715 -0.4801 -0.09 0.02 -0.07
H -5.9305 0.6272 -0.8452 -0.05 -0.18 -0.09
H -4.3400 -0.8241 0.3347 0.11 -0.17 0.13
H -2.2993 0.1164 3.1334 0.23 0.06 0.12
H -2.9038 -1.1439 2.1119 -0.05 -0.19 0.13
H -1.0883 -1.3377 0.9129 -0.01 -0.19 -0.09
H -0.2708 -0.4432 3.4437 -0.22 0.04 0.17
H 0.5189 -1.5105 2.3461 0.08 -0.12 0.03
H 2.1029 2.0966 3.6161 0.02 0.28 -0.08
H 1.2842 0.8091 4.4769 0.01 -0.08 0.11
H 0.3197 1.9791 3.6060 -0.06 0.28 -0.12
H 3.4797 0.3598 2.4223 0.18 0.05 -0.16
H 2.6843 -0.7222 3.5308 -0.05 -0.27 0.13
H 2.6933 -1.1179 1.8028 0.16 -0.07 -0.01
H 0.3851 2.5715 -1.1075 0.13 0.26 0.14
H 0.5379 1.1555 -2.1223 -0.03 -0.05 -0.14
H 1.9897 1.8390 -1.4155 0.16 0.20 0.05
H 0.9599 -1.4727 0.1710 0.19 -0.10 0.18
H 2.4334 -0.6252 -0.3580 0.16 0.00 -0.02
H 1.0708 -0.8713 -1.4506 0.03 -0.11 -0.21
H -1.0612 1.6307 0.5032 -0.06 0.22 0.14
H -1.3035 0.3349 -0.6238 -0.13 -0.09 -0.15
C 2.9428 -3.5736 -5.1780 0.03 0.06 -0.05
C 3.8071 -3.2202 -3.9699 -0.06 -0.09 0.02
C 3.1070 -1.9732 -3.4493 0.04 0.09 -0.06
O 1.7216 -2.1233 -3.7664 0.02 -0.03 0.01
C 1.5506 -3.2131 -4.6762 0.00 -0.05 0.07
H 3.0225 -4.6149 -5.4857 0.00 -0.01 0.01
H 3.2123 -2.9443 -6.0291 -0.01 -0.01 0.00
H 3.7576 -4.0196 -3.2272 0.01 0.01 0.00
H 4.8539 -3.0457 -4.2127 0.00 0.02 -0.02
H 3.4817 -1.0708 -3.9446 0.05 -0.01 0.02
H 3.2142 -1.8453 -2.3720 -0.04 0.02 0.00
H 1.0939 -4.0507 -4.1379 0.00 -0.02 -0.04
H 0.8755 -2.9067 -5.4755 -0.02 0.04 0.02

76
Properties=species:S:1:pos:R:3:forces:R:3 method="wB97M-V/def2-TZVPD" smiles="COC(=O)OC.COC(=O)OC.COC(=O)OC.O=C1OCCO1.O=C1OCCO1.O=C1OCCO1.O=C1OCCO1" orbital_gap_ev=10.5 de_lowest_kj_mol=40.1 homo_energy_ev=-10.66 e_lumo_ha=-0.00561 spin_multiplicity=1
C -0.4429 -1.1672 6.5370 0.32 0.58 -0.30
O -1.7408 -1.3091 5.9744 -0.37 -0.17 0.16
C -1.8325 -1.3263 4.6572 0.01 0.20 -0.97
O -0.9413 -1.1481 3.8558 -0.16 -0.23 0.55
O -3.1082 -1.5595 4.3346 -0.13 -0.16 0.69
C -3.4180 -1.7596 2.9678 0.18 0.66 -0.69
H 0.2582 -1.8549 6.0680 -0.03 -0.18 0.20
H -0.5735 -1.3215 7.6002 0.12 -0.23 0.04
H -0.0651 -0.1555 6.3708 -0.08 -0.03 -0.02
H -4.4960 -1.8575 2.8874 -0.02 -0.24 0.25
H -2.9095 -2.6355 2.5685 -0.07 -0.05 0.05
H -3.1367 -0.8841 2.3724 0.20 -0.16 0.13
C 7.1091 -0.8014 -0.6774 0.59 -0.33 0.07
O 6.0150 -0.1539 -0.0463 -0.33 0.22 -0.30
C 5.3944 -0.8707 0.8810 -0.53 0.15 0.23
O 5.8402 -1.8094 1.4725 0.28 -0.30 0.13
O 4.1635 -0.3577 1.0475 0.16 0.44 -0.38
C 3.5307 -0.6436 2.2812 -0.18 -0.63 0.46
H 6.7879 -1.7565 -1.0895 0.00 0.05 -0.13
H 7.9286 -0.9933 0.0175 -0.14 0.06 0.11
H 7.4617 -0.1317 -1.4531 -0.14 0.02 -0.11
H 3.8636 0.0823 3.0221 0.00 -0.08 0.13
H 3.7471 -1.6653 2.5954 0.25 0.12 0.08
H 2.4523 -0.5933 2.1667 0.01 0.35 -0.37
C -2.7374 0.3128 -4.5789 -0.71 0.58 -0.61
O -2.2264 -0.5385 -3.5769 0.29 0.20 0.33
C -3.1035 -1.0058 -2.6914 0.05 -0.36 0.16
O -4.2985 -0.9738 -2.7838 -0.26 0.24 0.07
O -2.4099 -1.5332 -1.6843 0.16 0.00 0.00
C -3.1642 -1.9240 -0.5405 -0.14 -0.60 0.25
H -3.7281 0.7139 -4.3460 0.06 -0.32 0.26
H -2.8319 -0.2252 -5.5197 0.22 0.03 -0.05
H -2.0793 1.1757 -4.6740 0.31 -0.27 -0.12
H -3.9993 -2.5865 -0.7700 -0.10 0.30 -0.38
H -3.5090 -1.0374 -0.0132 -0.05 -0.06 0.07
H -2.4978 -2.5222 0.0769 0.25 0.34 0.04
O 3.6561 -0.6107 -5.3156 0.03 -0.17 -0.23
C 3.0737 -0.0479 -4.4525 0.14 0.14 0.18
O 1.8190 0.4418 -4.5498 -0.12 -0.12 0.03
C 1.4049 0.9156 -3.2652 -0.03 -0.26 0.14
C 2.7352 1.1013 -2.5335 -0.76 0.89 0.08
O 3.5948 0.2152 -3.2289 0.05 -0.10 0.09
H 0.7804 1.7923 -3.4270 0.27 0.19 0.15
H 0.8060 0.1690 -2.7416 -0.03 -0.17 -0.31
H 2.6250 0.8704 -1.4796 0.33 -0.41 0.03
H 3.1081 2.1274 -2.6062 0.13 -0.10 -0.16
O 0.1613 -0.6198 0.8285 0.28 -0.30 0.07
C -0.4131 0.3305 0.4257 -0.23 0.09 -0.64
O -1.6368 0.7169 0.8283 -0.23 0.01 0.52
C -2.0362 1.8945 0.1443 0.27 0.42 -0.34
C -0.7323 2.3582 -0.5269 -0.91 0.08 -0.02
O 0.0302 1.1583 -0.5629 0.27 0.01 0.32
H -2.7879 1.6490 -0.6095 -0.03 -0.16 0.07
H -2.4555 2.6222 0.8334 0.08 -0.08 0.14
H -0.1985 3.1400 0.0089 0.02 -0.05 0.11
H -0.9841 2.7078 -1.5224 0.49 -0.09 -0.20
O -1.1025 6.8964 -0.9585 0.27 0.25 0.42
C -1.7517 6.2576 -1.7061 -0.03 -0.37 -0.45
O -2.1611 6.6627 -2.9217 -0.03 -0.01 -0.11
C -3.0726 5.7135 -3.5018 0.80 -0.09 0.71
C -2.9098 4.4920 -2.5747 -0.58 -0.05 -0.11
O -2.1558 4.9765 -1.4720 -0.08 0.06 0.05
H -4.0427 6.1966 -3.4699 -0.25 -0.34 -0.31
H -2.7088 5.4565 -4.4905 -0.33 0.32 -0.25
H -2.3811 3.6735 -3.0662 0.16 0.09 0.03
H -3.8582 4.0981 -2.2070 0.01 0.10 -0.01
O 1.8832 -5.7136 0.6275 0.16 -0.36 -0.40
C 1.4232 -4.9906 1.4394 -0.08 0.43 0.48
O 2.0418 -3.9117 1.9527 0.21 0.28 -0.04
C 1.2354 -3.2581 2.9419 -0.29 -0.26 -0.53
C -0.0763 -4.0729 2.8889 0.36 0.27 1.08
O 0.2046 -5.1427 2.0050 -0.41 -0.02 -0.22
H 1.7879 -3.2805 3.8799 -0.21 -0.11 0.11
H 1.0403 -2.2343 2.6402 0.15 0.04 -0.02
H -0.9045 -3.4422 2.5739 0.05 -0.19 -0.47
H -0.3442 -4.4908 3.8615 0.05 -0.05 -0.04

62
Properties=species:S:1:pos:R:3:forces:R:3 method="wB97M-V/def2-TZVPD" orbital_gap_ev="5.7 / 6.8" s2=6.01 de_lowest_kj_mol=0.0 homo_energy_ev="-5.34 / -6.88" e_lumo_ha="0.01465 / -0.00274" spin_multiplicity=5
P 1.1283 -2.4473 0.4727 0.37 -0.49 -0.07
P 0.0889 1.5203 1.4621 -1.07 -0.66 -0.36
C 1.2023 -0.7781 -0.4011 0.63 -0.88 -0.74
C 0.9493 0.6911 0.0343 0.55 1.12 -0.07
H 0.6866 -1.0060 -1.3970 0.85 0.52 1.07
H 2.3038 -0.7823 -0.5523 -0.71 0.06 -0.61
H 1.9590 1.0968 0.2049 -0.19 0.02 -0.15
H 0.5915 1.2295 -0.8682 0.14 -0.20 0.43
C -1.5284 2.0670 0.7983 0.19 0.14 -0.02
H -2.0831 2.6195 1.5744 0.23 -0.31 -0.26
H -2.1131 1.1966 0.4743 0.12 0.22 0.11
H -1.3405 2.7312 -0.0586 -0.18 -0.19 0.16
C 0.9436 3.0959 1.7990 0.25 0.03 -0.41
H 0.7431 3.8003 0.9771 0.16 -0.18 0.23
H 2.0254 2.9309 1.8842 -0.28 0.05 0.05
H 0.5783 3.5414 2.7347 0.01 -0.33 -0.21
C -0.2413 -3.2025 -0.4985 -0.37 -0.09 -0.07
H -0.6094 -4.1117 -0.0172 0.04 0.08 0.01
H 0.1137 -3.4669 -1.4982 -0.09 0.04 0.07
H -1.0889 -2.5173 -0.6237 0.14 -0.08 0.19
C 2.5312 -3.3538 -0.3311 0.05 0.23 -0.36
H 3.3798 -2.6699 -0.4828 -0.13 -0.32 0.04
H 2.2123 -3.7700 -1.2934 0.34 0.03 0.02
H 2.8520 -4.1755 0.3305 -0.16 0.37 -0.25
Fe -0.4083 -0.5641 -3.0554 0.15 -0.53 5.10
C 0.2516 1.0422 -3.7424 0.29 2.39 0.54
C -1.1583 1.1339 -3.4273 0.44 1.21 0.06
C -2.2173 0.4908 -4.2543 -0.85 0.21 -0.66
C -1.8638 -0.9153 -4.8873 -1.70 -0.30 -0.99
C -1.1090 -1.9322 -4.0825 0.17 -2.51 0.14
C 0.3416 -2.0396 -3.9547 -0.95 -1.51 -0.60
C 1.2755 -1.1803 -4.7258 0.89 0.06 -1.24
C 0.8499 0.3227 -4.9136 1.14 0.47 -1.11
C -0.4313 -1.1899 2.5490 0.66 0.56 0.83
H 0.9695 1.6059 -3.1337 -0.45 0.15 -0.29
H -1.5085 1.8042 -2.6368 0.34 -0.06 -0.29
H -2.5065 1.1610 -5.0751 -0.03 -0.13 -0.32
H -3.1437 0.3857 -3.6589 0.56 -0.04 -0.10
H -2.8537 -1.3957 -4.9934 0.28 0.34 -0.33
H -1.4851 -0.7756 -5.9088 0.07 -0.09 0.34
H -1.7239 -2.6772 -3.5483 0.44 0.12 -0.60
H 0.7426 -2.9461 -3.4874 -0.18 0.39 -0.19
H 1.3886 -1.5872 -5.7460 0.09 0.12 -0.06
H 2.3008 -1.2074 -4.3109 -0.59 -0.03 0.12
H 1.8128 0.8441 -5.1011 -0.57 -0.23 -0.32
H 0.2311 0.4087 -5.8243 0.31 0.08 0.45
H 0.5622 -1.6699 2.3958 -1.26 0.61 0.24
H -1.0516 -1.2249 1.6424 0.21 -0.23 -0.03
H -0.9324 -1.8002 3.3153 -0.06 0.33 -0.06
O -1.4256 0.8484 3.7663 0.41 0.17 -0.11
B -0.2162 0.3339 3.0574 -0.28 -0.93 0.35
O 0.9683 0.5804 3.9371 -0.48 0.25 -0.19
C 0.4568 1.2007 5.0297 -1.01 0.20 0.56
C 1.1384 1.6683 6.1451 -0.06 -0.42 -0.65
C 0.3830 2.0170 7.2669 -0.27 0.25 0.20
C -1.0143 2.0120 7.2277 0.42 0.26 0.54
C -1.7062 1.6936 6.0656 0.26 -0.29 -1.11
C -0.9652 1.2853 4.9588 0.92 0.17 0.91
H 2.2253 1.7172 6.1062 -0.19 -0.17 0.28
H 0.9041 2.2940 8.1836 -0.21 0.01 -0.22
H -1.5809 2.2779 8.1204 0.20 -0.02 -0.20
H -2.7851 1.7387 5.9760 0.02 -0.04 0.21